No. 1
A cluster of 32 separate species, C13H81N2O38S2 in total. Source: OMol25; level of theory: ωB97M-V/def2-TZVPD.

Values from the calculation:
**LUMO**: -5.57 eV
**Strongest force on any atom**: 9.18 eV/Å
**Net charge**: +1
**DFT total energy**: -4308.1147 Ha

Last column: Löwdin charge in e.
Element x y z (Å)
S (2.94237, -3.74303, -2.82240)  0.775
S (0.81376, 3.21778, -2.37972)  0.824
O (3.07084, -5.58483, 0.65254)  0.054
O (-0.82507, 6.42406, 2.07918)  -0.060
O (0.66688, 2.85905, -0.88071)  -0.353
O (-7.63119, -5.75404, 4.63057)  -0.069
O (-3.86623, 8.75483, -3.79387)  -0.049
O (6.13333, -0.66915, 0.67491)  -0.061
O (-1.13738, 4.00739, 4.06649)  -0.068
O (1.37782, -6.74250, -0.59698)  0.003
O (4.29866, 6.06056, -2.14073)  -0.050
O (-6.54113, 7.07704, -2.88113)  -0.057
O (-2.85036, 3.90208, 6.33820)  -0.072
O (2.16239, 5.43172, -9.16096)  -0.053
O (1.39104, -2.87756, 2.32130)  -0.060
O (-7.20598, 4.47585, -1.79955)  -0.070
O (-1.32469, 6.87126, -4.86560)  -0.052
O (4.28230, -3.86766, 3.26490)  -0.048
O (-2.96971, -8.37623, 1.91965)  -0.076
O (-2.27594, 6.10110, -0.85967)  -0.058
O (6.88887, 3.76069, 6.31283)  -0.058
O (1.10525, 5.05285, 5.98504)  -0.068
O (-4.54152, 4.08762, -0.75079)  -0.061
O (2.66127, -9.55583, -0.83687)  -0.067
O (-4.91621, -5.90603, 3.58807)  -0.092
O (2.51982, 6.81010, 8.09791)  -0.052
O (4.08715, -3.88754, -1.74464)  -0.382
O (3.45476, -2.69746, -3.84100)  -0.388
O (-4.78080, -8.74453, 4.21094)  -0.055
O (-3.30157, 3.89129, 9.41296)  -0.052
O (2.07560, 4.33025, -6.02616)  -0.042
O (-4.46050, -10.34095, 0.66121)  -0.072
O (1.03957, -10.63625, -3.14833)  -0.068
O (5.53145, -0.10094, -4.66644)  -0.055
O (3.93217, 3.91364, 5.93453)  -0.063
O (2.27010, 4.02999, -2.76453)  -0.225
O (-0.35317, 4.23407, -2.69157)  -0.364
O (2.42799, 2.65356, -10.80381)  -0.067
O (1.36761, 4.27268, 2.08377)  -0.056
O (6.33945, 0.91794, -2.01853)  -0.077
N (-4.37799, -3.11468, -0.53767)  0.084
N (-0.80209, -1.63667, -1.32584)  0.128
C (-0.34702, -3.77663, 0.32621)  0.104
C (0.98681, -4.20647, -0.57103)  0.058
C (2.70828, -5.47613, -3.53610)  -0.140
C (1.83384, -5.54261, -0.14211)  -0.233
C (-3.87157, -4.34581, 1.78293)  -0.081
C (1.40289, -3.25127, -1.87703)  -0.093
C (1.48893, 0.40576, -3.04895)  -0.171
C (-2.50418, -2.00216, 0.84435)  -0.085
C (0.70073, -1.00453, -3.48203)  -0.125
C (0.62311, 1.71236, -3.53687)  -0.207
C (-3.63553, -3.17123, 0.64877)  -0.299
C (0.41792, -1.98046, -2.19559)  -0.027
C (-1.20562, -2.44398, -0.09283)  -0.023
H (4.89253, -0.79277, -4.43820)  0.015
H (3.37501, 6.62124, 8.51259)  0.050
H (-4.64508, -9.68737, 4.03331)  0.065
H (-5.70839, -8.68914, 4.48570)  0.069
H (-2.21491, 3.17055, 6.33048)  0.037
H (2.59884, 3.37826, -10.18365)  0.002
H (2.95049, 3.62098, -2.13177)  0.131
H (-5.06475, -3.89954, -0.57229)  0.047
H (-8.56023, -5.48408, 4.57574)  0.048
H (-0.18963, 5.69253, 2.07147)  -0.006
H (4.73742, -4.66896, 2.96531)  0.053
H (4.78736, 3.72478, 6.34921)  0.003
H (4.08211, 4.74255, 5.45562)  0.046
H (-2.53541, -9.21639, 1.70882)  0.042
H (-0.55383, 1.52085, -3.57790)  0.136
H (1.19205, 3.76153, 1.27948)  0.012
H (7.74406, 3.57183, 6.72751)  0.054
H (6.58844, -1.47046, 0.37531)  0.047
H (-7.32883, -5.74095, 3.71006)  0.024
H (-2.93168, -0.94167, 0.50399)  0.141
H (-4.18998, -9.54812, 0.17422)  0.034
H (-3.63472, -8.61620, 2.58233)  -0.012
H (5.89158, 0.25769, -1.46863)  -0.002
H (2.24623, -3.06642, 2.73598)  0.016
H (1.19084, -1.53257, -4.40884)  0.132
H (-3.41111, 7.95353, -4.09346)  0.016
H (-2.16602, -1.90840, 1.97787)  0.143
H (3.64625, 5.41984, -2.46139)  -0.018
H (-3.05280, -5.18850, 1.68612)  0.087
H (-3.71251, 3.14365, 9.87247)  0.051
H (-3.13577, 3.95459, 7.26270)  0.002
H (-0.37093, -0.63488, -3.85670)  0.127
H (3.51558, -6.19886, -3.03477)  0.119
H (-1.82082, 5.29980, -1.15926)  0.004
H (-7.05604, 5.30476, -2.27845)  -0.014
H (0.68477, 3.97558, 2.70376)  0.012
H (0.79004, -11.11293, -3.95420)  0.048
H (1.98808, -10.81200, -3.05650)  0.035
H (7.03881, 4.58960, 5.83393)  0.053
H (-6.39118, 7.90594, -3.36003)  0.048
H (-1.71752, 6.43256, -0.14049)  0.025
H (-2.68259, 4.25465, 10.06392)  0.054
H (-2.08636, 4.07525, 3.88275)  0.053
H (1.56037, 4.25155, 5.68544)  0.023
H (1.65552, -5.95490, -3.23967)  0.100
H (6.26679, -0.58546, -5.07079)  0.067
H (-4.28076, -6.63756, 3.58035)  0.029
H (-5.37889, -10.48255, 0.38648)  0.047
H (2.71105, 3.59873, -6.03388)  0.053
H (1.66367, 5.38431, 6.70422)  -0.004
H (1.79019, 4.38276, -5.10166)  0.003
H (2.04188, 5.10388, -8.25712)  0.011
H (2.12659, -8.79897, -0.55367)  0.000
H (-0.96652, 4.73209, 4.68665)  0.026
H (-1.11049, 6.47657, 3.00369)  0.038
H (-5.68594, 6.88818, -2.46644)  0.034
H (2.98268, -4.85735, 1.33594)  0.100
H (-5.20162, -5.85352, 4.51257)  0.054
H (-3.68633, 3.89876, -0.33611)  0.041
H (2.61558, 0.41331, -3.36522)  0.131
H (2.90978, -5.54506, -4.69534)  0.103
H (3.76397, 6.81742, -1.85753)  0.051
H (-4.91430, -4.86760, 1.68106)  0.089
H (-6.35079, 4.28699, -1.38487)  -0.019
H (0.92364, 2.04078, -4.63690)  0.130
H (1.54099, -2.04866, 1.84239)  0.056
H (-3.73755, -3.86250, 2.85283)  0.099
H (-0.68924, 6.13973, -4.87332)  0.024
H (-3.30781, 9.08629, -3.07469)  0.050
H (-1.39876, -0.81327, -1.57001)  0.160
H (1.47901, 2.72142, -10.98755)  0.035
H (4.84072, -3.53620, 3.98408)  0.062
H (-4.39157, 4.91652, -1.22970)  0.030
H (2.00887, -10.19655, -1.15753)  0.011
H (1.46054, 0.41680, -1.85551)  0.124
H (1.38861, 5.09503, -9.63730)  0.039
H (6.25076, 0.57164, -2.91920)  -0.015
H (2.66977, 7.63901, 7.61900)  0.054
H (-0.68893, -4.38837, 1.27492)  0.141
H (6.69175, -0.33769, 1.39409)  0.050
H (-1.61010, 6.92377, -3.94110)  0.020

Forces on the atoms, in the same order (eV/Å):
7.14 1.84 1.12
-5.41 3.82 3.29
-4.65 1.69 -1.37
-0.11 -0.05 0.10
1.93 0.13 -5.08
-0.26 0.08 -0.42
0.28 -0.30 0.33
0.25 -0.33 0.17
-0.03 0.20 -0.29
2.73 8.35 2.65
-0.43 -0.14 0.04
0.42 0.11 0.05
0.08 -0.34 0.17
-0.27 -0.59 -0.01
0.34 0.08 -0.24
0.41 0.12 -0.04
0.01 -0.20 0.34
0.18 -0.25 -0.04
0.31 -0.05 0.06
0.24 -0.30 -0.16
0.38 0.32 -0.03
0.08 -0.27 -0.16
0.42 -0.03 -0.16
-0.33 -0.07 -0.05
-0.01 -0.37 0.74
0.43 0.18 -0.11
-5.01 -0.01 -3.08
-3.23 -3.05 2.38
-0.16 -0.49 -0.01
0.08 -0.24 0.41
-0.06 -0.53 0.29
-0.43 0.09 -0.36
0.30 -0.23 -0.27
-0.01 -0.39 -0.01
0.19 0.34 -0.04
-1.28 -2.84 1.75
4.89 -3.82 -0.15
-0.44 0.15 0.22
-0.38 -0.17 -0.23
-0.34 -0.30 -0.01
3.49 -0.19 5.30
2.71 -3.99 1.55
1.29 2.19 -3.51
-2.20 3.12 0.01
-0.36 -2.30 -0.20
-0.48 -6.64 -1.35
0.89 1.00 -0.20
-4.91 0.97 3.12
-0.54 -0.31 1.69
0.29 -0.07 -0.65
-1.34 0.91 -0.07
0.19 -0.75 -1.36
-2.99 -0.87 -3.58
0.60 -1.94 0.97
2.40 -1.62 -0.69
0.17 0.03 -0.05
-0.32 -0.02 -0.10
-0.04 0.16 0.19
0.22 0.14 -0.14
-0.15 0.35 -0.05
0.14 -0.01 -0.17
-0.87 0.64 -0.98
0.70 0.60 0.37
0.30 -0.09 0.16
0.12 0.18 0.01
-0.08 0.22 0.13
-0.08 -0.08 -0.10
-0.16 -0.30 0.11
-0.13 0.29 0.10
2.60 0.60 0.50
0.09 0.14 0.15
-0.34 -0.01 -0.07
-0.15 0.25 0.06
0.04 -0.05 0.26
0.96 -2.48 0.56
-0.06 -0.16 0.29
-0.02 0.11 -0.21
0.32 0.25 0.13
0.03 0.08 0.23
-0.77 0.75 2.29
-0.21 0.32 -0.16
-0.50 -0.38 -2.53
0.32 0.71 0.00
-1.53 1.68 0.07
0.07 0.26 -0.21
0.05 0.07 -0.03
2.15 -1.07 0.84
-1.60 2.11 -0.75
0.06 0.29 -0.05
-0.38 -0.13 0.00
0.02 -0.07 0.17
0.00 0.12 0.32
-0.22 0.12 -0.17
-0.03 -0.28 0.10
0.03 -0.26 0.10
-0.19 0.00 0.16
-0.17 -0.03 -0.31
0.26 -0.05 0.15
-0.04 0.26 0.16
2.19 1.43 -0.72
-0.19 0.19 0.04
-0.26 0.02 0.01
0.33 -0.09 0.09
-0.03 0.32 -0.08
-0.10 0.07 -0.01
0.18 0.25 -0.32
0.02 0.22 -0.03
0.19 -0.12 -0.11
0.10 -0.29 0.22
0.07 0.03 -0.43
-0.23 0.36 -0.18
0.30 -0.60 -1.03
-0.03 -0.02 -0.20
-0.41 0.26 -0.05
-2.32 0.05 0.38
-0.64 0.77 2.36
0.21 -0.21 -0.08
2.17 1.42 0.04
-0.42 -0.21 0.03
-0.53 -0.36 2.43
0.02 -0.21 0.21
-0.47 -1.07 -2.28
-0.27 0.24 0.03
-0.22 -0.02 -0.22
0.80 -1.01 0.18
0.37 -0.09 -0.04
-0.27 -0.01 -0.21
0.24 -0.16 0.34
0.09 0.26 0.25
0.21 0.12 -2.54
0.16 0.35 0.15
-0.05 0.14 -0.01
-0.15 -0.24 0.14
0.90 1.43 -2.24
-0.20 0.03 -0.31
0.31 -0.13 -0.17


No. 2
The molecule C3H3NOS. Source: OMol25; level of theory: ωB97M-V/def2-TZVPD.

Values from the calculation:
**2S+1**: 3
**LUMO (alpha / beta)**: -0.09 / -4.00 eV
**Strongest force on any atom**: 8.03 eV/Å
**ΔE to the lowest compared entry with this formula, charge and spin**: 115.5 kcal/mol
**DFT total energy**: -644.0056 Ha

Last column: Mulliken spin population.
Element x y z (Å)
S (2.87072, 0.12307, 0.01710)  0.713
O (0.57800, -1.94977, 0.04372)  0.358
N (1.19620, 0.25424, -0.22510)  0.554
C (0.30528, -0.79377, -0.08288)  0.252
C (-1.23348, -0.30993, -0.01156)  -0.039
C (-2.43045, -0.28202, -0.02451)  0.162
H (-3.46331, -0.33827, -0.12447)  0.000
H (2.83823, 0.14275, 1.29882)  0.027
H (0.89984, 1.19325, -0.59081)  -0.027

Forces on the atoms, in the same order (eV/Å):
1.72 0.88 -0.69
1.92 -3.10 0.18
-0.41 1.77 -2.14
-6.95 4.00 0.27
4.39 -1.23 0.59
0.06 0.02 -0.18
-1.03 0.18 -0.03
0.26 -0.90 2.02
0.04 -1.62 -0.03


No. 3
The molecule C2H3N3O. Source: OMol25; level of theory: ωB97M-V/def2-TZVPD.

Values from the calculation:
**LUMO (alpha / beta)**: -0.42 / -0.42 eV
**Strongest force on any atom**: 1.38 eV/Å
**ΔE to the lowest compared entry with this formula, charge and spin**: 85.1 kcal/mol
**DFT total energy**: -317.3966 Ha

Last column: natural (NBO) charge in e.
Element x y z (Å)
O (2.09697, -1.15365, 0.35781)  -0.362
N (0.87107, -1.14029, 0.43881)  0.095
N (1.01915, 0.90483, -0.44266)  -0.019
N (2.14940, 1.00799, -0.55967)  0.143
C (-1.29794, 0.07769, 0.04283)  -0.641
C (0.17486, -0.09014, 0.03350)  0.080
H (-1.69999, -0.08778, 1.04355)  0.237
H (-1.77605, -0.61658, -0.65092)  0.232
H (-1.53746, 1.09793, -0.26324)  0.234

Forces on the atoms, in the same order (eV/Å):
-0.04 0.45 -0.15
0.21 0.42 -0.24
1.27 0.21 -0.20
-1.04 -0.80 0.41
-0.16 -0.04 0.03
-0.16 -0.18 0.14
-0.02 0.00 -0.09
-0.04 0.07 0.07
-0.02 -0.14 0.05